Entry 1:
Density functional theory data (ωB97M-V/def2-TZVPD) for a single C5H4 molecule at a distorted geometry.

Each line ends with the natural charge from an NBO analysis.
Element x y z (Å)
C1 -2.4061 -1.7377 -0.2827  -0.146
C2 -1.5904 -0.8791 0.0110  -0.210
C3 0.0780 1.2572 0.3196  -0.282
C4 -0.8659 0.1662 0.2213  0.117
C5 1.3585 0.9180 0.1651  -0.310
H1 -3.1303 -2.4882 -0.0535  0.226
H2 -0.2152 2.2043 0.5390  0.219
H3 1.6388 -0.0704 0.0873  0.196
H4 2.0948 1.6711 0.2596  0.191

Output
ΔE to the lowest compared entry with this formula, charge and spin   59.07 kcal per mole
Lowest unoccupied orbital energy (spin up / spin down)   -0.0191 / -0.0360 hartree



Entry 2:
Density functional theory data (ωB97M-V/def2-TZVPD) for 13 unconnected molecules or ions with the total composition C5H40N3O12 at a distorted geometry.

Each line ends with the natural charge from an NBO analysis.
Element x y z (Å)
N1 0.6056 0.4151 -1.5642  -0.705
C1 0.4237 -0.8183 -0.6412  -0.039
C2 -0.0065 -1.9878 -1.5216  -0.663
C3 -0.5643 -0.3756 0.5272  -0.283
N2 -0.2149 -1.3130 1.6407  -0.656
C4 -0.4049 -0.8581 3.0766  -0.220
C5 -1.8302 -0.1595 3.5750  -0.231
N3 -1.6537 1.2641 3.2958  -0.859
H1 0.5625 0.0596 -2.5315  0.458
H2 1.5162 0.8212 -1.3878  0.452
H3 -0.0999 1.1378 -1.6068  0.450
H4 1.3470 -1.1258 -0.0945  0.242
H5 -0.3162 -2.8823 -0.9187  0.241
H6 0.8311 -2.1298 -2.2291  0.228
H7 -0.9434 -1.8912 -2.0630  0.254
H8 -0.3336 0.6010 1.0006  0.224
H9 -1.6563 -0.4857 0.3783  0.220
H10 -0.7589 -2.1692 1.4633  0.357
H11 0.4812 -0.2825 3.2443  0.204
H12 -0.5203 -1.8570 3.5630  0.210
H13 -2.0554 -0.3141 4.6388  0.216
H14 -2.5560 -0.6367 2.8667  0.153
H15 -2.4891 1.8253 3.5833  0.356
H16 -1.6452 1.4209 2.2923  0.354
H17 1.0360 -3.3591 0.6560  0.463
H18 2.4889 -3.0465 0.7808  0.459
O1 1.9541 -3.8323 0.8100  -0.924
H19 5.0223 -1.6630 2.3016  0.493
H20 4.5135 -2.6397 1.1454  0.482
O2 4.3170 -1.8528 1.6756  -0.972
H21 5.0500 -0.2938 -1.6632  0.481
H22 4.9265 -0.1180 -0.1863  0.486
O3 4.8136 0.3695 -1.0081  -0.965
H23 -4.5564 1.6735 1.2905  0.494
H24 -5.2891 0.7897 0.1832  0.499
O4 -4.4114 1.0309 0.5548  -0.974
H25 4.3960 1.9009 0.1900  0.487
H26 3.6538 2.9752 -0.3334  0.472
O5 3.4844 2.2723 0.3395  -0.960
H27 1.4458 2.6111 1.7746  0.495
H28 0.1055 2.8716 2.5081  0.496
O6 0.5601 2.9788 1.6535  -0.987
H29 -1.9755 1.9170 -1.6034  0.462
H30 -3.1158 1.7924 -0.5649  0.502
O7 -2.2792 2.2663 -0.7368  -0.975
H31 -3.6417 -1.2508 1.0442  0.475
H32 -4.3143 -2.5521 0.5513  0.479
O8 -3.5646 -1.9845 0.4327  -0.951
H33 -1.2799 -4.4604 -1.3120  0.476
H34 -2.6735 -4.3204 -2.0440  0.489
O9 -2.0272 -3.8845 -1.4890  -0.958
H35 0.0321 3.4692 -3.8896  0.476
H36 -0.2267 3.2636 -2.5492  0.487
O10 -0.3812 2.7491 -3.3854  -1.009
H37 -0.0044 3.8656 -0.3700  0.515
H38 -0.5982 4.8961 -1.1067  0.493
O11 0.0816 4.2092 -1.2947  -0.959
H39 1.1275 -0.4930 -5.6283  0.496
H40 2.1693 0.1110 -4.6235  0.477
O12 1.4425 -0.5206 -4.6908  -0.968

Output
ΔE to the lowest compared entry with this formula, charge and spin   102.34 kcal per mole
Net charge   +1
Lowest unoccupied orbital energy   -0.0866 hartree



Entry 3:
Density functional theory data (ωB97M-V/def2-TZVPD) for 15 unconnected molecules or ions with the total composition C5H41BFO15 at a distorted geometry.

Each line ends with the natural charge from an NBO analysis.
Element x y z (Å)
C1 0.3524 0.3295 -1.4900  -0.244
O1 1.6583 0.0565 -1.0283  -0.579
C2 1.6351 -0.4839 0.3240  -0.278
B1 3.0072 0.0523 1.0809  -0.171
C3 3.3105 -0.7463 2.4981  -0.656
C4 4.3463 0.0971 3.3073  0.210
C5 4.9337 -0.6199 4.5525  -0.662
F1 5.4313 0.3791 2.4330  -0.417
H1 -0.3302 -0.5408 -1.4058  0.157
H2 0.4351 0.5314 -2.5870  0.159
H3 -0.1113 1.2353 -1.0200  0.157
H4 0.7021 -0.2031 0.8706  0.138
H5 1.6829 -1.6110 0.3032  0.137
H6 2.8864 1.2346 1.2719  -0.060
H7 3.9201 -0.0822 0.2952  -0.059
H8 2.3627 -0.7261 3.0942  0.185
H9 3.6700 -1.7731 2.2694  0.191
H10 3.8252 1.0493 3.5515  0.158
H11 5.9595 -0.2769 4.8142  0.195
H12 4.9905 -1.7293 4.4676  0.228
H13 4.3145 -0.3727 5.4459  0.204
O2 -2.2921 -0.0965 -2.3332  -0.941
H14 -2.9818 0.3394 -1.8317  0.477
H15 -2.7604 -0.7766 -2.8120  0.466
O3 -4.4779 -1.3553 -1.7490  -0.997
H16 -5.0871 -0.8558 -1.1813  0.506
H17 -3.9693 -1.8936 -1.1347  0.485
O4 -6.1331 0.6207 -0.3269  -0.971
H18 -6.1867 1.2363 0.4092  0.474
H19 -6.9862 0.7012 -0.7752  0.502
O5 -7.4700 -0.1491 -2.7034  -0.985
H20 -6.7853 -0.5397 -3.2594  0.494
H21 -8.2760 -0.6076 -2.9650  0.491
O6 -2.8356 -3.4398 -2.5509  -0.953
H22 -3.1242 -3.0069 -3.3607  0.473
H23 -2.1523 -2.8510 -2.2002  0.483
O7 3.0019 3.0780 -0.1532  -0.949
H24 2.2940 3.5012 0.3390  0.459
H25 2.5578 2.3605 -0.6259  0.489
O8 6.5773 2.9451 1.8340  -0.962
H26 5.9378 3.3895 2.3944  0.460
H27 6.4048 2.0043 1.9884  0.496
O9 -0.2464 3.4048 -0.1857  -0.949
H28 -1.0833 2.9957 -0.4128  0.460
H29 -0.0438 3.9605 -0.9511  0.487
O10 -6.1564 -2.5248 -4.1640  -0.964
H30 -6.1021 -3.3359 -4.6766  0.472
H31 -5.7954 -2.7661 -3.2991  0.492
O11 6.2068 1.7389 6.1276  -0.939
H32 6.0881 1.7495 5.1710  0.480
H33 7.1227 2.0022 6.2533  0.461
O12 0.1603 -4.8681 -3.1691  -0.946
H34 -0.7394 -4.6774 -2.8795  0.475
H35 0.4724 -4.0325 -3.5291  0.470
O13 -1.1154 5.4775 -1.5352  -0.942
H36 -1.1609 6.0899 -0.7949  0.477
H37 -1.9679 5.5710 -1.9701  0.471
O14 6.3882 -3.5119 4.8214  -0.928
H38 6.6783 -4.3901 5.0846  0.461
H39 7.1407 -3.1568 4.3380  0.471
O15 -9.7945 -0.2053 -4.4877  -0.946
H40 -9.7866 0.7010 -4.8089  0.477
H41 -10.5031 -0.6260 -4.9832  0.472

Output
Net charge   -1
Lowest unoccupied orbital energy   0.0538 hartree



Entry 4:
Density functional theory data (ωB97M-V/def2-TZVPD) for 17 unconnected molecules or ions with the total composition C5H41FINO19P at a distorted geometry.

Each line ends with the natural charge from an NBO analysis.
Element x y z (Å)
C1 4.6294 2.6275 -0.4055  -0.631
C2 3.4952 3.4734 -1.1609  -0.456
C3 2.3213 4.0195 -0.1823  0.340
F1 2.7555 4.1093 1.2125  -0.407
N1 1.0342 3.3122 -0.3599  -0.766
C4 1.0816 1.8945 0.0977  -0.378
C5 -0.1128 1.0184 -0.5786  0.759
O1 -0.7816 0.1709 0.1053  -0.766
O2 -0.3530 1.3165 -1.9204  -0.846
P1 -0.2652 4.2390 0.3855  1.106
O3 -1.8184 3.6077 -0.0425  -1.010
I1 -0.2350 3.9703 2.8705  -0.189
H1 5.5961 2.6389 -1.0400  0.206
H2 4.3320 1.5116 -0.3460  0.210
H3 4.9293 3.0393 0.6199  0.223
H4 3.9295 4.3189 -1.8157  0.223
H5 2.9552 2.7641 -1.8996  0.252
H6 2.1298 5.1140 -0.5067  0.192
H7 1.0059 1.7437 1.2275  0.214
H8 2.0540 1.3542 -0.2277  0.220
H9 -1.7810 3.1452 -0.9153  0.524
O4 -1.2207 7.4352 2.7800  -0.930
H10 -0.5579 8.1055 2.9856  0.463
H11 -1.7835 7.4146 3.5637  0.467
O5 -1.2743 0.6657 3.2619  -0.966
H12 -2.1889 0.3752 3.1666  0.465
H13 -0.8939 0.5308 2.3802  0.495
O6 -0.8222 -2.6579 -1.3429  -0.991
H14 -0.0938 -2.8102 -1.9578  0.473
H15 -0.7998 -1.7013 -1.1855  0.517
O7 2.2247 -3.0282 -1.0211  -0.971
H16 2.6424 -3.6265 -0.3899  0.479
H17 1.5230 -2.6009 -0.5092  0.497
O8 -2.2863 -3.2029 1.3443  -0.974
H18 -1.8441 -3.0661 0.4933  0.501
H19 -2.9396 -3.8914 1.1598  0.474
O9 -2.1928 -6.1050 2.5303  -0.971
H20 -1.4646 -6.2577 1.9133  0.485
H21 -2.1692 -5.1515 2.6869  0.484
O10 1.9296 -3.8220 -3.8552  -0.969
H22 2.0643 -3.3011 -3.0499  0.499
H23 2.6719 -4.4380 -3.8612  0.466
O11 -0.6346 -5.5761 -3.3366  -0.977
H24 0.1267 -5.2930 -3.8641  0.499
H25 -0.9375 -4.7628 -2.9085  0.484
O12 0.4043 5.0778 5.8819  -0.940
H26 0.4823 4.1226 5.7911  0.457
H27 1.1706 5.3247 6.4143  0.482
O13 -1.5984 -6.5470 -0.3959  -0.975
H28 -1.1569 -6.4095 -1.2455  0.487
H29 -2.2513 -7.2351 -0.5800  0.485
O14 1.0762 2.9955 -3.8196  -0.985
H30 0.7732 2.5319 -3.0193  0.510
H31 0.4340 3.7057 -3.9334  0.462
O15 2.8678 3.9585 6.2930  -0.947
H32 3.3166 4.1116 5.4514  0.482
H33 2.2281 3.2650 6.0921  0.468
O16 -2.1963 -4.0792 -5.6003  -0.953
H34 -1.7772 -4.6795 -4.9682  0.478
H35 -2.8945 -3.6520 -5.0892  0.468
O17 -5.0685 -2.4649 -0.0063  -0.956
H36 -5.5215 -1.6406 -0.2203  0.466
H37 -4.2254 -2.1771 0.3717  0.486
O18 -2.3912 -9.3628 0.4189  -0.949
H38 -2.5343 -8.8454 1.2231  0.481
H39 -1.5498 -9.8081 0.5748  0.470
O19 -1.5406 6.3144 -2.1378  -0.944
H40 -1.8377 5.8530 -1.3413  0.482
H41 -2.1905 7.0173 -2.2569  0.461

Output
Net charge   -1
Lowest unoccupied orbital energy   0.0736 hartree



Entry 5:
Density functional theory data (ωB97M-V/def2-TZVPD) for 15 unconnected molecules or ions with the total composition C5H41N2O14 at a distorted geometry.

Each line ends with the natural charge from an NBO analysis.
Element x y z (Å)
C1 -2.9798 -2.2363 -2.2089  -0.602
C2 -1.9033 -1.3640 -1.4833  -0.042
C3 -2.5472 -0.0970 -0.7943  -0.484
C4 -1.3738 0.5897 -0.0611  0.222
C5 -0.6730 0.2134 1.0026  -0.449
N1 -0.9209 1.8046 -0.8499  -0.793
N2 -1.0116 -0.8886 -2.5566  -0.896
H1 -3.4554 -2.8871 -1.5026  0.195
H2 -2.5542 -2.9280 -2.9010  0.225
H3 -3.9044 -1.3212 -2.4363  0.197
H4 -1.3661 -2.1417 -0.8582  0.193
H5 -3.0691 0.5556 -1.4964  0.220
H6 -3.1808 -0.3673 -0.0347  0.265
H7 0.0729 0.9968 1.3727  0.242
H8 -0.8078 -0.6617 1.6608  0.231
H9 -1.6009 2.7318 -1.0650  0.475
H10 -0.3678 1.5597 -1.8029  0.489
H11 -0.2179 2.1924 -0.2205  0.467
H12 -0.2782 -1.5542 -2.6951  0.377
H13 -1.4039 -0.6428 -3.4900  0.385
H14 2.2945 -1.7671 -1.1843  0.444
H15 2.9813 -2.5974 -0.2398  0.500
O1 3.0596 -2.2501 -1.2019  -0.948
H16 -2.5451 -0.4687 4.8236  0.493
H17 -2.5234 -0.2244 3.1726  0.483
O2 -2.0868 -0.0286 4.0747  -0.973
H18 -2.7640 3.5902 1.9636  0.486
H19 -1.6116 2.5063 2.3279  0.503
O3 -2.0018 3.1642 1.6580  -0.983
H20 -1.1558 4.5171 -3.2364  0.481
H21 0.2505 4.1930 -3.1435  0.473
O4 -0.5407 3.8522 -2.9378  -0.947
H22 1.4745 0.8186 4.2226  0.474
H23 1.9558 0.8553 2.8051  0.506
O5 1.1712 0.6286 3.3828  -0.973
H24 -4.5928 -1.8031 1.1369  0.477
H25 -5.4935 -0.5292 1.2934  0.497
O6 -4.6724 -0.9273 0.9022  -0.955
H26 3.1573 0.3406 -1.6590  0.505
H27 3.5598 0.6155 -3.1982  0.495
O7 3.1534 1.0396 -2.3734  -0.972
H28 2.4548 2.7159 -0.1517  0.498
H29 1.3880 3.4124 0.5712  0.479
O8 1.4904 2.5389 0.1645  -1.010
H30 -0.5938 -1.8566 3.3238  0.468
H31 0.6899 -1.1648 3.7889  0.492
O9 0.2858 -1.9729 3.5550  -0.959
H32 2.0477 -0.1814 -3.6695  0.474
H33 1.5018 -0.4005 -5.1449  0.478
O10 1.3504 -0.4764 -4.2605  -0.957
H34 3.8559 2.3991 -1.5258  0.499
H35 4.0575 2.5294 -0.0341  0.472
O11 3.9609 3.0193 -0.8354  -0.928
H36 2.5197 -3.1416 2.3212  0.493
H37 1.7733 -1.7805 2.0922  0.500
O12 2.6085 -2.2762 1.9497  -0.996
H38 -1.0108 -4.8259 0.7035  0.454
H39 -0.0090 -4.2708 -0.1514  0.458
O13 -0.1478 -4.7260 0.6361  -0.908
H40 4.3105 0.9869 2.6576  0.476
H41 4.1470 -0.2202 1.8987  0.489
O14 3.7925 0.6122 1.9423  -0.952

Output
ΔE to the lowest compared entry with this formula, charge and spin   174.50 kcal per mole
Net charge   +1
Lowest unoccupied orbital energy   -0.0869 hartree



Entry 6:
Density functional theory data (ωB97M-V/def2-TZVPD) for 15 unconnected molecules or ions with the total composition C5H41NO15 at a distorted geometry.

Each line ends with the natural charge from an NBO analysis.
Element x y z (Å)
C1 0.0910 0.6829 0.2472  -0.470
C2 -0.5896 -0.6998 0.0097  0.096
C3 0.1305 -1.8618 0.6839  -0.666
O1 -0.6532 -0.8899 -1.4114  -0.789
C4 -0.5291 1.2999 1.6044  -0.237
N1 -0.2197 2.7237 1.5499  -0.669
C5 -0.3131 3.3088 2.9425  -0.422
H1 -0.2553 1.4336 -0.4710  0.224
H2 1.1162 0.3717 0.4191  0.214
H3 -1.6067 -0.5688 0.4978  0.183
H4 -0.4377 -2.1158 1.5780  0.219
H5 0.3607 -2.7402 0.0752  0.232
H6 1.0529 -1.4573 1.1670  0.214
H7 0.1440 -1.3518 -1.7075  0.500
H8 -1.5462 0.9963 1.7200  0.210
H9 -0.1590 0.6960 2.4567  0.195
H10 -0.9539 3.2286 1.0855  0.359
H11 0.7620 3.6051 3.1816  0.195
H12 -0.8059 2.5798 3.6375  0.206
H13 -0.8242 4.2644 2.8467  0.190
H14 0.3899 -0.5497 3.6778  0.473
H15 0.4013 -1.9083 4.2945  0.460
O2 0.6560 -1.0058 4.4838  -0.933
H16 -2.9549 -3.3301 1.9426  0.488
H17 -3.9770 -2.4152 1.2998  0.493
O3 -3.4962 -2.5742 2.1661  -0.968
H18 -2.2327 -0.7624 3.9033  0.487
H19 -2.2158 -1.0178 2.4329  0.498
O4 -1.7843 -0.4641 3.0981  -0.986
H20 2.7864 0.7689 -0.0462  0.513
H21 3.9496 0.4845 -1.0113  0.499
O5 3.3410 0.0063 -0.4069  -1.028
H22 1.2778 2.3929 -0.2100  0.508
H23 2.3353 2.4129 -1.2663  0.473
O6 2.2220 2.3382 -0.3174  -0.949
H24 3.5327 0.0772 -2.9615  0.476
H25 3.0196 1.4840 -3.1247  0.487
O7 3.8045 0.9813 -2.8207  -0.950
H26 3.1642 -1.6068 -0.8173  0.526
H27 3.5800 -3.1250 -1.2331  0.485
O8 2.8492 -2.5166 -1.0936  -0.991
H28 -2.4537 -1.2365 -1.7803  0.494
H29 -3.4967 -0.3297 -1.3139  0.499
O9 -3.4163 -1.2577 -1.5974  -1.008
H30 2.5980 2.7305 2.1514  0.469
H31 3.7559 1.9771 1.6561  0.465
O10 3.3985 2.3194 2.4665  -0.932
H32 2.1718 -2.1451 -2.5420  0.512
H33 1.0518 -2.8578 -3.5115  0.491
O11 1.4423 -2.0378 -3.2317  -1.040
H34 -0.9251 2.6614 -2.7920  0.489
H35 -0.8640 1.2657 -2.4397  0.517
O12 -1.4366 2.0066 -2.2737  -0.967
H36 -4.0388 2.0107 -0.6498  0.474
H37 -2.6890 1.6935 -1.3592  0.500
O13 -3.2844 1.4307 -0.6292  -0.991
H38 -3.4516 -2.9119 -0.6564  0.512
H39 -2.7437 -4.3862 -0.6637  0.483
O14 -3.3495 -3.7733 -0.2724  -1.010
H40 0.5761 0.9763 -4.6336  0.484
H41 0.9884 -0.1245 -3.6034  0.516
O15 0.7841 0.8253 -3.6884  -1.002

Output
ΔE to the lowest compared entry with this formula, charge and spin   84.36 kcal per mole
Lowest unoccupied orbital energy   -0.0084 hartree